No. 1
{"formula": "C24H26ErN8O6", "method": "ωB97M-V with the def2-TZVPD basis set", "elements": ["Er", "O", "C", "O", "C", "O", "O", "O", "C", "O", "C", "C", "C", "C", "C", "C", "N", "C", "C", "C", "C", "C", "C", "N", "H", "H", "H", "H", "H", "H", "H", "H", "H", "H", "N", "C", "C", "N", "C", "H", "H", "H", "H", "C", "N", "C", "N", "C", "N", "C", "N", "C", "C", "H", "H", "H", "H", "H", "H", "H", "H", "H", "H", "H", "H"], "coordinates": [[-0.059, -0.247, -0.560], [1.650, -2.685, 2.539], [0.988, -1.294, 1.907], [1.351, -1.488, 0.574], [-0.476, -1.582, 2.038], [-0.984, -2.132, 2.990], [-1.193, -1.090, 0.984], [4.706, -5.581, 2.202], [3.539, -4.963, 2.443], [3.180, -4.722, 3.559], [2.761, -4.502, 1.251], [2.979, -4.974, -0.101], [2.360, -4.372, -1.183], [1.413, -3.363, -0.989], [1.026, -3.026, 0.354], [1.797, -3.580, 1.424], [0.798, -2.461, -1.846], [0.802, -2.524, -3.124], [0.315, -1.389, -3.899], [0.264, -1.508, -5.287], [-0.119, -0.426, -6.048], [-0.426, 0.758, -5.395], [-0.365, 0.789, -4.014], [-0.019, -0.252, -3.244], [4.893, -5.588, 1.258], [3.643, -5.807, -0.283], [2.644, -4.694, -2.175], [-0.064, -3.016, 0.520], [0.983, -3.017, 3.185], [1.216, -3.372, -3.668], [0.534, -2.447, -5.747], [-0.162, -0.500, -7.125], [-0.705, 1.651, -5.931], [-0.592, 1.704, -3.496], [-3.247, 2.774, -2.173], [-3.896, 1.583, -1.968], [-2.957, 0.741, -1.463], [-1.742, 1.389, -1.357], [-1.971, 2.615, -1.796], [-3.646, 3.626, -2.533], [-4.939, 1.459, -2.178], [-3.107, -0.280, -1.144], [-1.251, 3.410, -1.883], [0.428, 1.594, 2.737], [-0.303, 1.793, 1.443], [0.155, 3.095, 0.907], [-0.079, 4.204, 1.816], [0.644, 3.932, 3.063], [0.206, 2.682, 3.668], [-1.223, 2.769, 3.947], [-1.989, 3.011, 2.726], [-1.744, 1.922, 1.798], [-1.512, 4.251, 2.123], [1.494, 1.496, 2.522], [0.094, 0.665, 3.183], [-0.381, 3.299, -0.021], [1.227, 3.023, 0.693], [0.469, 4.752, 3.761], [1.712, 3.876, 2.846], [-1.404, 3.585, 4.650], [-1.560, 1.835, 4.398], [-2.318, 2.112, 0.889], [-2.070, 0.971, 2.223], [-1.698, 5.078, 2.811], [-2.067, 4.437, 1.199]], "total_charge": 1, "s2": 3.753, "multiplicity": 4, "relative_energy_ev": 7.139}

***

No. 2
{"formula": "C28H45CaN3O10PSbSe4", "method": "ωB97M-V with the def2-TZVPD basis set", "elements": ["Ca", "C", "O", "C", "C", "O", "C", "H", "H", "H", "H", "H", "H", "H", "H", "H", "H", "Se", "Sb", "Se", "Se", "Se", "O", "P", "C", "C", "C", "C", "C", "C", "C", "C", "C", "C", "C", "C", "C", "C", "C", "C", "C", "C", "H", "H", "H", "H", "H", "H", "H", "H", "H", "H", "H", "H", "H", "H", "H", "H", "H", "H", "H", "H", "H", "H", "H", "H", "H", "H", "H", "H", "H", "H", "H", "H", "H", "O", "N", "O", "C", "C", "C", "C", "O", "C", "C", "N", "O", "O", "N", "O", "O", "H", "H"], "coordinates": [[1.211, 1.728, -0.324], [3.666, -0.306, 0.956], [3.125, 1.005, 0.876], [3.032, 1.707, 2.099], [1.699, 1.474, 2.795], [0.606, 2.090, 2.115], [0.483, 3.486, 2.380], [4.632, -0.272, 1.468], [3.816, -0.655, -0.066], [2.980, -0.980, 1.478], [3.152, 2.763, 1.843], [3.855, 1.420, 2.764], [1.761, 1.854, 3.823], [1.469, 0.408, 2.808], [1.336, 4.048, 1.994], [0.367, 3.650, 3.457], [-0.409, 3.824, 1.854], [4.492, -1.881, -2.552], [3.442, 0.081, -3.566], [4.824, 1.774, -2.297], [1.111, 0.454, -2.771], [3.553, 0.344, -5.958], [0.543, -0.490, 0.717], [-0.511, -1.510, 0.403], [-0.786, -2.534, 1.903], [0.554, -3.095, 2.432], [0.534, -3.319, 3.952], [-0.855, -3.746, 4.410], [-1.854, -2.599, 4.191], [-1.452, -1.705, 3.009], [-2.109, -0.722, -0.057], [-2.169, 0.707, 0.503], [-3.371, 1.467, -0.053], [-4.665, 0.627, -0.043], [-4.511, -0.623, 0.816], [-3.405, -1.519, 0.256], [-0.084, -2.575, -0.993], [-1.102, -3.716, -1.234], [-0.518, -5.072, -0.844], [0.723, -5.405, -1.686], [1.538, -4.147, -2.028], [1.368, -3.077, -0.959], [-1.449, -3.366, 1.641], [1.361, -2.408, 2.170], [0.771, -4.041, 1.933], [0.818, -2.400, 4.474], [1.282, -4.068, 4.218], [-0.851, -4.051, 5.458], [-1.159, -4.625, 3.832], [-1.922, -1.987, 5.095], [-2.854, -3.007, 4.016], [-0.746, -0.932, 3.325], [-2.331, -1.179, 2.641], [-2.019, -0.615, -1.145], [-1.262, 1.224, 0.203], [-2.163, 0.695, 1.595], [-3.135, 1.791, -1.064], [-3.504, 2.386, 0.522], [-4.913, 0.313, -1.062], [-5.509, 1.227, 0.305], [-5.446, -1.189, 0.855], [-4.280, -0.334, 1.847], [-3.769, -1.976, -0.667], [-3.222, -2.344, 0.949], [-0.121, -1.868, -1.832], [-1.370, -3.733, -2.294], [-2.037, -3.548, -0.694], [-1.274, -5.854, -0.953], [-0.252, -5.050, 0.219], [0.414, -5.908, -2.607], [1.346, -6.119, -1.139], [1.218, -3.724, -2.984], [2.595, -4.379, -2.155], [2.042, -2.242, -1.159], [1.641, -3.491, 0.016], [0.529, 7.219, -5.931], [1.384, 6.714, -5.211], [2.577, 6.930, -5.347], [0.959, 5.843, -4.135], [-0.383, 5.680, -3.909], [-0.796, 4.842, -2.878], [0.112, 4.101, -2.043], [-0.257, 3.247, -1.193], [1.517, 4.459, -2.253], [1.918, 5.249, -3.308], [2.523, 4.011, -1.382], [3.732, 4.109, -1.715], [2.213, 3.675, -0.141], [-2.227, 4.736, -2.709], [-2.703, 3.806, -2.082], [-2.929, 5.618, -3.205], [-1.113, 6.178, -4.524], [2.971, 5.419, -3.463]], "total_charge": -2, "relative_energy_ev": 1.328}